[1]
ORCA calculation (wB97M-V/def2-TZVPD) on a cluster of 2 separate species, C18H33BBrINO9P in total in a non-equilibrium geometry.

Geometry as XYZ:
```
65
Properties=species:S:1:pos:R:3:forces:R:3
C -0.296 0.120 4.107 -0.1 -0.9 1.7
C -0.376 0.692 3.071 0.0 0.8 -1.5
N -0.473 1.336 1.876 0.3 0.0 0.6
C 0.599 1.201 0.866 -0.1 0.7 -0.8
C 0.472 2.490 -0.018 0.4 0.1 0.4
C 1.095 3.797 0.483 -0.6 0.2 0.1
C 0.764 4.960 -0.476 0.6 -0.4 -0.1
C 1.972 5.393 -1.295 -0.2 0.1 -0.3
O 2.302 4.482 -2.336 0.0 -0.1 0.0
P 2.299 0.965 1.659 0.1 -0.2 0.2
O 3.159 1.652 0.431 0.1 -0.1 0.2
Br 2.486 2.590 3.234 -0.2 0.0 0.0
C 0.218 -0.028 -0.082 0.2 0.3 -0.3
O -0.975 0.422 -0.733 0.2 -0.4 0.2
C -2.258 0.105 -0.279 -0.7 0.4 -0.1
O -2.793 -0.984 -1.006 0.0 0.1 -0.1
C -3.152 1.314 -0.562 -0.2 -0.5 0.0
C -4.502 1.174 0.138 -0.1 0.0 0.5
C -4.456 1.660 1.610 -0.1 -0.3 -0.6
B 0.086 -1.423 0.691 0.3 -0.5 0.0
O -0.593 -2.503 0.131 -0.5 0.8 0.1
O 0.757 -1.618 1.879 -0.5 0.3 -0.1
C 1.312 -0.257 -1.206 -0.6 -0.3 -0.2
I 0.412 -0.286 -3.195 0.1 0.1 0.2
C 2.125 -1.553 -1.155 0.9 0.1 -0.3
C 3.178 -1.720 -0.046 -0.3 -0.4 -0.3
H -0.203 -0.349 5.064 0.0 0.1 -0.2
H -0.685 2.313 2.041 -0.1 0.0 -0.1
H 0.824 2.298 -1.029 0.0 -0.2 -0.1
H -0.591 2.693 -0.114 -0.1 -0.2 -0.1
H 0.679 4.029 1.465 0.1 0.0 0.1
H 2.166 3.723 0.620 0.1 0.0 0.0
H 0.011 4.614 -1.185 -0.3 0.3 0.0
H 0.405 5.835 0.061 -0.2 0.0 0.1
H 1.740 6.332 -1.796 0.1 0.0 -0.1
H 2.846 5.562 -0.660 0.0 0.0 0.2
H 2.413 3.604 -1.957 0.1 0.0 0.0
H 4.087 1.515 0.664 0.1 0.1 -0.3
H -2.314 -0.090 0.797 0.4 -0.2 0.1
H -2.970 -1.723 -0.424 0.1 -0.1 0.0
H -3.277 1.344 -1.643 0.1 0.2 -0.1
H -2.672 2.226 -0.213 0.1 0.1 -0.1
H -4.818 0.131 0.147 0.1 -0.1 -0.3
H -5.273 1.703 -0.417 0.0 0.1 0.0
H -3.417 1.759 1.918 0.0 0.1 0.2
H -4.977 2.606 1.718 0.1 0.2 0.1
H -4.934 0.934 2.263 0.0 0.1 0.2
H -1.341 -2.695 0.708 0.1 -0.6 0.0
H 0.168 -1.691 2.642 0.3 -0.1 0.2
H 1.983 0.588 -1.286 0.1 0.1 0.2
H 1.510 -2.446 -1.257 -0.3 0.1 0.3
H 2.717 -1.554 -2.071 -0.1 0.0 -0.1
H 2.781 -1.640 0.957 0.1 0.1 0.1
H 3.583 -2.728 -0.149 0.1 0.0 0.0
H 4.004 -1.034 -0.214 0.0 0.2 0.2
C -0.022 -5.634 -0.576 0.0 0.1 0.1
C 0.553 -5.388 -1.955 0.0 0.1 0.0
O 0.966 -6.702 -2.348 0.0 0.0 0.0
C 0.239 -7.607 -1.648 0.0 0.1 0.0
O 0.225 -8.772 -1.860 0.0 -0.2 0.0
O -0.470 -6.990 -0.670 0.0 0.1 0.0
H -0.848 -4.974 -0.337 -0.1 -0.1 0.0
H 0.732 -5.566 0.210 0.0 0.0 0.0
H -0.195 -5.026 -2.662 0.0 0.0 0.0
H 1.402 -4.710 -1.955 0.1 -0.1 0.0
```
Positions in Å, forces in eV/Å.

Summary:
E in eV: -127227.20720
SMILES string: C#CN[C@@](CCCCO)(P(O)Br)[C@](O[C@H](O)CCC)(B(O)O)[C@H](I)CC.O=C1OCCO1
Spin multiplicity: 1
Highest occupied orbital energy in Eh: -0.333

Mulliken atomic charge list, values in e, 6 entries: -0.879 -0.104 0.462 1.160 -1.073 -0.506

[2]
ORCA calculation (wB97M-V/def2-TZVPD) on a cluster of 2 separate species, C24H29O7P in total in a non-equilibrium geometry.

Geometry as XYZ:
```
61
Properties=species:S:1:pos:R:3:forces:R:3
C 3.179 2.934 3.158 0.1 -0.2 0.0
C 1.887 2.185 2.885 0.0 -0.4 0.2
O 2.087 0.763 2.996 0.6 0.3 -0.1
P 0.832 -0.251 2.872 -1.5 0.6 1.2
C -0.354 0.444 3.932 0.0 -0.1 -0.3
C -1.765 0.444 3.781 1.2 -0.3 1.3
O -2.579 0.464 4.710 -0.2 0.2 -1.1
O -2.135 0.428 2.449 -1.3 0.0 -0.4
C -3.526 0.181 2.167 0.5 0.6 0.4
C -3.742 -1.246 1.727 -0.2 -0.2 0.1
O 0.421 -0.570 1.476 0.4 0.0 -0.2
O 1.447 -1.538 3.622 0.4 -0.5 -0.6
C 1.384 -2.856 2.994 -0.1 0.7 -0.1
C 2.550 -3.687 3.465 0.2 0.1 0.1
H 3.015 3.998 2.966 0.0 0.0 -0.1
H 3.471 2.845 4.208 0.0 -0.1 -0.1
H 3.997 2.580 2.514 -0.2 0.1 0.2
H 1.102 2.494 3.597 0.2 -0.2 -0.4
H 1.559 2.401 1.860 0.1 -0.1 0.2
H -0.012 0.584 4.958 -0.1 -0.1 -0.2
H -4.112 0.420 3.065 0.1 0.0 -0.3
H -3.786 0.889 1.373 -0.1 -0.1 0.1
H -4.587 -1.275 1.030 0.1 -0.2 0.0
H -2.842 -1.659 1.250 -0.3 0.1 0.1
H -4.000 -1.843 2.603 0.2 -0.2 -0.2
H 0.426 -3.327 3.261 0.2 0.2 -0.1
H 1.432 -2.712 1.907 -0.2 -0.1 0.3
H 2.478 -4.699 3.068 -0.1 0.0 0.0
H 3.486 -3.253 3.104 0.0 0.0 0.1
H 2.575 -3.746 4.554 0.0 0.0 0.0
C -1.195 10.341 0.785 0.3 -0.4 -0.1
O -0.154 9.346 0.638 -0.6 -0.4 -0.3
C -0.543 8.070 0.376 -0.3 -0.1 0.1
C 0.463 7.074 0.385 -0.5 0.2 0.1
C 0.099 5.742 0.329 -0.5 0.0 -0.1
C -1.262 5.346 0.200 0.1 1.2 0.1
C -1.611 3.954 0.168 -0.9 -0.5 0.0
O -2.855 3.681 -0.306 1.5 -0.5 -0.1
C -3.119 2.395 -0.753 0.1 0.5 0.3
C -2.200 1.345 -0.555 -1.5 0.3 -0.3
C -2.572 0.087 -1.112 0.4 0.1 0.2
C -3.741 -0.044 -1.845 0.2 -0.2 -0.1
C -4.640 1.031 -1.995 0.5 0.5 0.6
C -4.343 2.252 -1.393 -0.1 -0.4 -0.4
C -1.087 1.624 0.268 0.6 0.0 -0.5
C -0.775 2.931 0.585 -0.3 -0.1 -0.4
C -2.242 6.355 0.077 0.4 0.0 -0.1
C -1.891 7.695 0.137 0.5 0.3 0.3
H -0.667 11.255 1.059 -0.2 -0.1 0.0
H -1.742 10.487 -0.158 0.2 0.0 0.2
H -1.897 10.046 1.579 0.2 0.1 -0.2
H 1.506 7.371 0.466 -0.2 0.0 0.1
H 0.870 4.975 0.382 -0.1 0.3 -0.1
H -1.902 -0.761 -0.920 -0.4 0.4 -0.2
H -3.985 -1.004 -2.309 0.1 0.3 0.3
H -5.560 0.927 -2.567 0.2 -0.1 0.2
H -5.004 3.111 -1.425 0.0 -0.1 -0.2
H -0.391 0.830 0.519 0.0 -0.3 0.3
H 0.156 3.187 1.073 -0.4 -0.1 0.0
H -3.296 6.116 -0.043 0.3 -0.1 0.0
H -2.660 8.462 0.035 0.3 -0.4 0.1
```
Positions in Å, forces in eV/Å.

Summary:
Energy relative to the best compared isomer or geometry (same formula, charge and spin) in kJ/mol: 9.9
E in eV: -48979.24984
Spin multiplicity: 1
Highest occupied orbital energy in Eh: -0.225

Mulliken atomic charge list, values in e, 6 entries: -1.442 0.457 -0.529 1.092 -0.787 0.339

[3]
ORCA calculation (wB97M-V/def2-TZVPD) on a cluster of 3 separate species, C3H11NO2 in total in a non-equilibrium geometry.

Geometry as XYZ:
```
17
Properties=species:S:1:pos:R:3:forces:R:3
C 1.766 -1.231 0.140 -2.1 3.4 0.3
C 1.161 -0.128 0.762 -0.4 -1.9 0.0
N 0.181 -0.051 1.830 1.2 -1.0 -0.8
C 0.037 1.223 2.518 0.3 1.6 0.0
H 1.395 -2.255 0.245 0.6 0.4 0.2
H 2.259 -0.866 -0.789 -0.1 -1.0 0.8
H 1.301 0.859 0.362 0.5 0.3 -0.3
H 0.420 -0.750 2.504 -0.3 -0.7 0.3
H -0.228 1.980 1.693 0.3 -0.8 1.6
H -0.773 1.233 3.349 1.3 -0.3 -1.7
H 1.031 1.522 3.003 -1.3 0.0 -0.5
H -1.977 -0.352 -0.119 -0.3 -0.4 0.9
H -1.911 0.070 -1.489 -2.0 -1.0 0.6
O -2.595 -0.350 -0.856 2.4 1.4 -1.5
H -0.088 0.142 -4.282 1.9 1.2 -0.4
H -1.150 -0.700 -4.856 -0.2 -0.1 0.4
O -0.829 -0.345 -4.015 -1.7 -1.1 0.1
```
Positions in Å, forces in eV/Å.

Summary:
Energy relative to the best compared isomer or geometry (same formula, charge and spin) in kJ/mol: 175.8
E in eV: -8872.66786
SMILES string: C=CNC.O.O
Spin multiplicity: 1
Highest occupied orbital energy in Eh: -0.312

Mulliken atomic charge list, values in e, 6 entries: -0.708 -0.101 -0.276 -0.770 0.296 0.227

[4]
ORCA calculation (wB97M-V/def2-TZVPD) on a cluster of 2 separate species, C2H8N5O in total in a non-equilibrium geometry.

Geometry as XYZ:
```
16
Properties=species:S:1:pos:R:3:forces:R:3
C 1.860 0.193 -0.271 1.7 -0.3 -1.5
C -2.476 0.381 0.176 -7.6 -3.8 -0.8
N -1.472 1.069 0.214 1.8 4.3 0.9
N 4.225 -0.636 0.017 -1.2 -1.6 -2.4
N -4.611 -0.859 -0.160 0.2 0.4 -2.4
N 2.975 0.000 0.442 1.2 0.0 0.8
N -3.593 -0.077 0.112 3.7 0.5 0.6
O 0.891 0.687 0.318 0.6 -0.5 -0.2
H 1.935 -0.067 -1.447 -0.3 0.5 2.7
H -0.453 0.699 0.299 -0.1 0.4 -0.4
H -1.657 2.111 0.358 0.7 -1.7 -0.4
H 5.087 -0.097 0.031 -0.8 1.0 0.4
H 4.191 -1.023 -1.023 -0.6 1.1 3.0
H -5.045 -1.356 0.577 -0.2 -0.3 0.7
H -4.704 -1.188 -1.148 0.1 0.5 1.5
H 2.846 0.164 1.505 0.6 -0.5 -2.5
```
Positions in Å, forces in eV/Å.

Summary:
Energy relative to the best compared isomer or geometry (same formula, charge and spin) in kJ/mol: 345.3
E in eV: -11691.47224
Spin multiplicity: 1
Total charge: +1
Highest occupied orbital energy in Eh: -0.470

Mulliken atomic charge list, values in e, 6 entries: 0.267 0.463 -0.352 -0.644 -0.557 0.026

| no. | orbital gap (eV) | LUMO level (eV) |
| --- | --- | --- |
| 1 | 8.76 | -0.30 |
| 2 | 4.08 | -2.05 |
| 3 | 9.19 | 0.70 |
| 4 | 9.66 | -3.14 |